Entry 1:
Entry from OMol25: the ion C10H12NO with charge +1 (ωB97M-V with the def2-TZVPD basis set).

Geometry as XYZ:
```
24
Properties=species:S:1:pos:R:3:nbo_charge:R:1
O -0.96847 3.67278 -1.22622 -0.459
N -0.28668 0.95151 0.09554 -0.309
C -2.02477 0.89419 -1.60843 -0.198
C -1.60625 1.41988 -0.29399 -0.191
C -1.06100 0.68830 -2.51453 -0.198
C 0.71917 1.12016 -0.87427 -0.041
C 1.50674 -1.69594 2.17407 -0.386
C 1.31530 -0.56502 1.20726 -0.347
C 1.21043 -2.04863 0.80940 -0.338
C -0.00371 0.07336 1.07728 0.294
C -1.80711 2.97813 -0.75923 0.454
C 0.34500 1.04246 -2.16100 -0.176
H -3.13893 0.87136 -1.83968 0.266
H 0.89287 -1.89342 2.98693 0.242
H 2.24890 -0.00217 1.00636 0.271
H 1.08982 1.19346 -2.89068 0.246
H 2.56924 -1.85434 2.43936 0.248
H -0.93948 -0.18901 1.70777 0.243
H -2.32748 1.27833 0.51502 0.247
H 0.09916 -2.33975 0.69638 0.234
H 1.93377 -2.19416 0.05555 0.257
H 1.77710 1.22063 -0.43674 0.243
H -2.93174 3.20036 -0.61915 0.148
H -0.98698 0.38833 -3.50456 0.247
```

highest occupied orbital energy = -12.475 eV
HOMO-LUMO gap = 7.8 eV
electronic energy = -14091.320 eV
SMILES string = O=C[C@H]1C=CC=C/[N+]1=C\C1CC1
molar mass = 162.21 g mol⁻¹
total charge = +1
ΔE to the lowest compared entry with this formula, charge and spin = 3.775 eV
LUMO energy = -0.172 Eh
spin multiplicity = 1

=====

Entry 2:
Entry from OMol25: a cluster of 8 separate species, C32H32N8O8 in total (ωB97M-V with the def2-TZVPD basis set).

Geometry as XYZ:
```
80
Properties=species:S:1:pos:R:3:mulliken_charge:R:1
O 17.11260 0.64327 15.30715 -0.535
O 15.92472 0.60776 13.49812 -0.562
O 18.67025 1.18674 3.79876 -0.552
O 17.78276 -0.51128 2.89314 -0.545
O 13.65441 5.70182 14.88236 -0.608
O 18.00963 7.82937 15.37471 -0.608
O 18.59835 6.53641 17.00527 -0.583
O 13.68947 3.60913 14.43804 -0.605
N 16.97778 0.38733 14.10132 1.044
N 18.32776 6.74827 15.79741 1.076
N 14.02824 4.56731 15.12350 1.009
N 15.66555 2.43682 9.60641 -0.450
N 14.08759 6.37201 6.51275 -0.400
N 13.30358 -2.63201 13.33697 -0.427
N 10.19665 2.65307 7.41861 -0.447
N 17.76259 0.38170 3.70169 0.886
C 19.17726 -0.69033 11.23468 -0.546
C 18.76812 3.69544 12.86524 -0.455
C 16.83558 0.67165 5.93397 -0.389
C 13.16886 -0.51770 11.78044 -0.338
C 19.14132 3.39778 14.17082 -0.237
C 14.21730 0.14151 5.05438 -0.583
C 13.22431 -1.71618 12.62264 0.217
C 11.09549 2.98551 8.08548 0.129
C 15.61553 4.34766 6.93845 -0.152
C 16.69274 3.93532 18.34091 -0.220
C 20.50455 -0.54295 13.23186 -0.568
C 17.97604 5.88034 13.49999 -0.159
C 16.28726 5.25406 18.07928 -0.777
C 19.36559 -0.17280 14.00563 -0.319
C 14.98010 4.34647 16.22987 -0.147
C 14.49688 0.25610 6.42264 -0.436
C 18.13242 4.86077 12.53418 -0.727
C 14.77813 5.50800 6.66110 0.159
C 12.13379 3.49203 8.93701 -0.046
C 14.86573 3.62241 11.81423 -0.166
C 20.41228 -0.86214 11.85888 -0.456
C 18.09236 -0.07854 13.35572 -0.164
C 15.29535 2.99920 10.53092 0.169
C 15.45871 3.01046 16.49120 -0.104
C 16.58399 0.42017 4.59625 0.364
C 15.79584 0.54131 6.84004 -0.326
C 15.31376 0.17207 4.16802 -0.393
C 18.04653 -0.24575 11.95880 -0.210
C 16.28455 2.83270 17.61199 -0.816
C 15.40927 5.42022 16.97645 -0.054
C 19.06215 4.39442 15.09785 -0.312
C 18.51085 5.67173 14.79119 -0.356
H 15.06249 6.41111 16.72292 0.524
H 15.21648 2.18863 15.83367 0.579
H 14.34777 2.76660 12.24712 -0.019
H 19.59683 2.45082 14.42014 0.444
H 15.98497 0.79294 7.87314 0.410
H 17.81992 0.89229 6.31973 0.393
H 17.36642 3.72771 19.15911 0.379
H 13.27114 0.44054 12.28979 0.014
H 12.23543 -0.42409 11.22543 0.421
H 14.11697 4.34663 11.49337 0.424
H 21.22551 -1.15683 11.21217 0.421
H 12.78769 2.67529 9.24272 -0.016
H 12.73247 4.13316 8.29000 -0.034
H 16.72494 1.85762 17.75920 0.428
H 13.66636 0.11339 7.09813 0.455
H 17.14454 -0.10145 11.38261 0.484
H 19.45111 0.03937 15.06113 0.577
H 19.41043 4.19086 16.09968 0.453
H 16.35408 4.23915 6.14417 0.354
H 15.07796 -0.16837 3.17058 0.388
H 17.74688 5.12668 11.56102 0.550
H 13.26577 -0.26195 4.74099 0.354
H 15.65147 3.99967 12.46874 0.051
H 14.90664 3.52306 7.01341 0.001
H 21.42737 -0.66579 13.77932 0.397
H 11.64112 4.04388 9.73754 0.374
H 16.58835 6.05426 18.73915 0.402
H 19.21245 -1.03976 10.21338 0.401
H 13.97667 -0.49386 11.04901 0.138
H 17.47925 6.80809 13.25740 0.484
H 16.07130 4.62588 7.88870 0.060
H 18.82422 2.93382 12.10157 0.434
```

highest occupied orbital energy = -9.992 eV
HOMO-LUMO gap = 8.3 eV
electronic energy = -61990.189 eV
SMILES string = O=[N+]([O-])c1ccccc1.O=[N+]([O-])c1ccccc1.O=[N+]([O-])c1ccccc1.O=[N+]([O-])c1ccccc1.CC#N.CC#N.CC#N.CC#N
molar mass = 656.66 g mol⁻¹
total charge = 0
ΔE to the lowest compared entry with this formula, charge and spin = 1.330 eV
LUMO energy = -0.063 Eh
spin multiplicity = 1